# 1
C2H2N4O2 | wB97M-V/def2-TZVPD

Last column: Mulliken charge in e.
Positions of all 10 atoms, in Å:
O (-0.332, 2.211, -1.131)  -0.341
N (-0.534, 0.824, -1.240)  -0.274
C (-0.299, 0.164, -0.176)  0.474
C (-0.228, -1.292, -0.435)  0.091
N (0.246, -2.100, 0.375)  -0.296
O (0.775, -1.466, 1.485)  -0.151
N (0.730, -0.031, 1.828)  0.000
N (0.231, 0.841, 1.066)  -0.244
H (0.098, 2.381, -0.311)  0.382
H (-0.686, -1.532, -1.462)  0.359

## Properties
- E: -446.6864 hartree
- Charge: 0
- Structure (SMILES): O/N=c1/cnonn1
- Largest force on an atom: 4.61 eV Å⁻¹
- Orbital gap: 9.248 eV
- ΔE to the lowest compared entry with this formula, charge and spin: 179.65 kcal/mol

# 2
C2H2N4O2 | wB97M-V/def2-TZVPD

Last column: Mulliken charge in e.
Positions of all 10 atoms, in Å:
H (1.562, 2.208, 1.173)  0.259
N (1.362, 1.762, 0.107)  -0.514
C (0.531, 0.840, 0.043)  0.470
N (0.109, 0.551, -1.287)  -0.115
N (-0.458, -0.534, -1.707)  -0.189
C (-0.873, -1.443, -0.661)  0.611
O (-1.469, -2.366, -0.931)  -0.404
O (-0.634, -1.256, 0.576)  -0.194
N (-0.190, 0.082, 0.871)  -0.170
H (0.061, 0.155, 1.815)  0.246

## Properties
- E: -446.7416 hartree
- Charge: 0
- Structure (SMILES): [H]/N=c1/nnc(=O)o[nH]1
- Largest force on an atom: 7.35 eV Å⁻¹
- Orbital gap: 8.749 eV
- ΔE to the lowest compared entry with this formula, charge and spin: 145.06 kcal/mol

# 3
C2H2N4S2 | wB97M-V/def2-TZVPD

Last column: Mulliken charge in e.
Positions of all 10 atoms, in Å:
C (-0.135, -0.227, -0.322)  0.176
C (-2.513, -1.117, 1.450)  0.300
N (-0.440, 0.021, 0.850)  -0.461
N (0.795, 0.086, -2.448)  -0.750
N (0.570, 0.004, -1.264)  0.666
N (-1.307, -0.488, 1.656)  0.221
S (-3.390, -1.519, 2.799)  -0.390
S (-3.085, -1.882, 0.044)  -0.333
H (1.473, 0.665, -2.910)  0.283
H (-1.199, -0.400, 2.695)  0.287

## Properties
- E: -1092.5703 hartree
- Charge: 0
- Largest force on an atom: 4.58 eV Å⁻¹
- Orbital gap (spin up / spin down): 4.169 / 4.110 eV
- ΔE to the lowest compared entry with this formula, charge and spin: 102.96 kcal/mol

# 4
C2H2N5 | wB97M-V/def2-TZVPD

Last column: Mulliken charge in e.
Positions of all 9 atoms, in Å:
C (0.699, -0.158, -0.058)  0.420
C (-1.537, 0.101, -0.040)  -0.023
N (2.518, 0.813, 0.097)  -0.394
N (1.222, 1.103, -0.100)  -0.300
N (1.559, -1.109, 0.026)  -0.367
N (2.701, -0.487, 0.165)  -0.374
N (-2.365, -0.793, -0.100)  -0.473
H (-1.445, 1.216, -0.074)  0.279
H (-3.351, -0.687, 0.084)  0.231

## Properties
- E: -351.0767 hartree
- Charge: -1
- Largest force on an atom: 5.88 eV Å⁻¹
- Orbital gap: 8.320 eV
- ΔE to the lowest compared entry with this formula, charge and spin: 69.61 kcal/mol

Q: Among the records above, which one has the highest largest force on an atom?
A: number 2

Q: ΔE to the lowest compared entry with this formula, charge and spin of number 2 (C2H2N4O2)?
A: 145.06 kcal/mol